The following is a DFT calculation (ωB97M-V/def2-TZVPD) of a structure of composition C7H13N at a distorted geometry.

Values from the calculation:
Molecular weight in g/mol: 111.2
Relative energy (zero: lowest compared OMol25 entry of this formula, charge and spin) in kJ/mol: 425.6
Multiplicity: 1
Kohn-Sham gap in Eh: 0.3146

```
21
Properties=species:S:1:pos:R:3:lowdin_charge:R:1
C -1.37352 -0.41927 0.46927 -0.123
C 0.60095 1.31718 1.30756 -0.032
C -2.47176 0.52128 0.01752 -0.098
C 2.51745 -0.88341 -0.68077 -0.056
C 0.01906 -0.37564 -0.90693 -0.425
C 0.42092 0.19438 0.36910 -0.230
C 1.12862 -1.01516 -0.08381 -0.233
N -0.22153 -0.35032 -2.16839 0.109
H -0.97168 0.29954 -2.40327 0.025
H -1.60101 -1.46126 0.24107 0.120
H -1.29273 -0.39877 1.55697 0.101
H 0.93721 -1.96521 0.41896 0.130
H 0.69797 0.96574 2.34087 0.089
H -0.20564 2.04792 1.25789 0.076
H 1.52015 1.84010 1.03054 0.090
H -2.18541 1.56532 0.14793 0.074
H -2.73230 0.35029 -1.02641 0.067
H -3.37387 0.34941 0.60761 0.080
H 3.27383 -0.93329 0.10674 0.072
H 2.61983 0.05676 -1.22553 0.085
H 2.69345 -1.70559 -1.37691 0.079
```

---

The following is a DFT calculation (ωB97M-V/def2-TZVPD) of the ion C5H11N2O with charge +1 at a distorted geometry.

Values from the calculation:
Net charge: +1
Molecular weight in g/mol: 115.2
Relative energy (zero: lowest compared OMol25 entry of this formula, charge and spin) in kJ/mol: 603.1
Multiplicity: 1
Kohn-Sham gap in Eh: 0.2214

```
19
Properties=species:S:1:pos:R:3:lowdin_charge:R:1
O 1.94932 -0.11549 -0.80930 -0.044
C 0.90790 -1.09694 -0.75072 -0.137
C -0.49366 -0.43653 -1.01439 -0.334
C -0.43987 0.78696 -0.15858 0.210
C -0.44835 0.55189 1.31043 -0.266
C 0.65701 0.69429 2.15610 0.172
N -1.61113 -0.12740 1.93948 0.084
N -0.57537 -0.26346 -2.45870 0.057
H 0.84977 -1.50313 0.24764 0.123
H -1.35691 -0.94812 -0.67642 0.149
H -0.24248 1.67685 -0.71889 0.152
H 1.47311 0.66981 -0.42041 0.063
H 1.55414 1.31824 1.95582 0.110
H 0.63252 0.51106 3.18916 0.075
H -1.68588 0.03421 2.95456 0.111
H -2.54484 0.08765 1.54851 0.110
H -1.43916 0.19757 -2.76861 0.101
H 0.19185 0.32759 -2.84145 0.113
H 1.18060 -1.70978 -1.61800 0.150
```

---

The following is a DFT calculation (ωB97M-V/def2-TZVPD) of a structure of composition C28H46BrN3P2PdS at a distorted geometry.

Values from the calculation:
Net charge: +4
Molecular weight in g/mol: 705.0
Relative energy (zero: lowest compared OMol25 entry of this formula, charge and spin) in kJ/mol: 438.3
Multiplicity: 5
Kohn-Sham gap (alpha / beta) in Eh: 0.2392 / 0.1188

```
82
Properties=species:S:1:pos:R:3:mulliken_spin:R:1
C -0.54781 6.40552 -4.15511 0.107
C -0.79299 5.09897 -4.66622 0.012
C -1.03034 5.03747 -6.06426 0.107
C -1.10861 6.22893 -6.82460 0.004
N -0.92705 7.44296 -6.30273 0.799
C -0.64897 7.53466 -5.00300 0.002
C -0.76293 3.91334 -3.80429 0.230
C -0.83018 3.22522 -2.79529 -0.239
C -1.36551 2.73013 -1.55517 0.304
C -0.49666 2.30455 -0.47673 -0.038
C -1.08569 2.32086 0.81030 0.021
C -2.47355 2.33735 0.98664 0.198
C -3.32618 2.41932 -0.14551 0.065
C -2.78349 2.70370 -1.38540 0.025
Pd -0.83083 0.43554 -1.56283 0.526
P 1.94891 -0.98268 0.52356 0.256
H -1.14883 4.09094 -6.59141 0.009
H -0.27249 6.57512 -3.11778 0.009
H -1.33171 6.19115 -7.90206 0.023
H -0.50048 8.54821 -4.60557 0.024
H -3.38478 2.93402 -2.27149 -0.005
H 0.57602 2.43356 -0.61064 -0.002
H -4.38192 2.19834 -0.03927 -0.001
H -0.46953 2.06184 1.67233 0.018
C 2.11203 -2.56524 1.54615 0.036
C 3.15294 -3.54668 1.08175 0.003
H 1.10401 -2.99677 1.56238 0.006
H 2.31661 -2.17406 2.54227 0.002
H 3.24668 -4.33115 1.84335 0.003
H 2.88536 -4.04319 0.14757 -0.001
H 4.14970 -3.11016 0.96421 0.000
C 2.87143 -1.33140 -1.07054 0.086
C 3.62584 -0.09119 -1.46985 0.004
H 2.08328 -1.60844 -1.79177 -0.001
H 3.51206 -2.22850 -0.91976 0.007
H 3.67281 -0.01548 -2.55845 0.004
H 3.13361 0.80573 -1.10495 0.004
H 4.63882 -0.12943 -1.09091 -0.001
C 3.31766 -0.05706 1.43254 0.038
C 4.70644 -0.69046 1.46082 0.008
H 2.91113 0.05960 2.44763 0.003
H 3.33984 0.95061 0.99474 0.002
H 5.42356 0.08812 1.78197 0.003
H 4.76272 -1.51285 2.18836 0.000
H 5.07356 -1.07811 0.49818 0.002
Br -3.14012 1.86682 2.64205 0.150
P -1.22963 -1.67025 -0.98796 0.404
C -0.02949 -3.18440 -1.25841 0.048
C -0.23910 -4.70189 -1.57042 0.032
H 0.57103 -3.18301 -0.32022 -0.019
H 0.62926 -2.86031 -2.07659 -0.005
H 0.75431 -5.16651 -1.68693 0.000
H -0.73697 -5.27219 -0.77597 -0.001
H -0.73978 -4.89147 -2.52860 0.000
C -2.21467 -2.23378 0.50777 0.027
C -3.67056 -2.71643 0.48802 0.014
H -2.15575 -1.35676 1.16976 0.007
H -1.61740 -3.04202 0.96662 -0.001
H -4.05165 -2.75582 1.51112 0.001
H -4.37328 -2.09433 -0.05959 0.001
H -3.80567 -3.73279 0.11606 0.001
C -2.46878 -0.72379 -2.21227 0.018
C -2.68637 -1.51418 -3.51118 0.035
H -2.34096 0.38882 -2.51247 0.029
H -3.42082 -0.69010 -1.66144 -0.002
H -2.97928 -0.83982 -4.33388 0.001
H -1.79639 -2.06146 -3.82589 0.004
H -3.52686 -2.19137 -3.35743 -0.003
C -1.45532 -0.43906 6.20242 -0.001
N -0.88326 -1.03015 4.98884 0.057
C 0.30797 -0.51053 4.53953 0.012
S 0.48578 0.30201 3.06232 0.463
N 1.36756 -0.65381 5.34152 0.060
C 1.37204 -1.23400 6.67281 0.000
H -0.72649 0.19550 6.72147 0.002
H -1.75927 -1.22799 6.89944 0.003
H -2.33515 0.16703 5.94535 0.000
H -1.57840 -1.10443 4.25900 -0.005
H 2.23819 -0.28543 4.96673 -0.005
H 2.34556 -1.69988 6.84926 0.002
H 1.23709 -0.44290 7.43381 0.006
H 0.58814 -1.99227 6.79617 0.001
```

---

The following is a DFT calculation (ωB97M-V/def2-TZVPD) of a structure of composition C41H39FIrN4O3PSi.

Values from the calculation:
Molecular weight in g/mol: 906.1
Relative energy (zero: lowest compared OMol25 entry of this formula, charge and spin) in kJ/mol: 5.7
Multiplicity: 5
Kohn-Sham gap (alpha / beta) in Eh: 0.1566 / 0.2557

```
91
Properties=species:S:1:pos:R:3:mulliken_spin:R:1
Ir -1.11325 -1.53275 -0.55818 1.575
C 3.68127 1.14372 4.54854 0.000
C 4.30343 -0.00806 3.77297 -0.001
C 5.63947 0.39801 3.17255 0.000
C 6.27646 -0.77775 2.45448 0.000
C 5.33155 -1.32554 1.42141 0.000
C 5.80353 -1.96861 0.30123 0.000
C 4.91541 -2.46012 -0.65065 0.001
F 5.42341 -3.07957 -1.72870 0.000
C 3.56552 -2.31873 -0.52270 0.000
C 3.06122 -1.66456 0.61012 -0.008
C 1.61470 -1.47849 0.72519 0.026
O 0.91756 -1.88749 -0.24446 0.077
C 1.15861 -0.82816 1.89630 -0.006
C 2.09005 -0.37640 2.79609 0.004
N 3.41379 -0.50050 2.68656 0.004
C 3.93978 -1.16798 1.58112 0.001
C -0.28032 -0.54363 2.28890 0.012
O -0.46902 0.07104 3.33464 0.020
O -1.21603 -1.02058 1.55696 0.133
H 4.44132 1.56100 5.20844 0.000
H 2.84403 0.83846 5.17291 0.000
H 3.34327 1.92881 3.86994 0.000
H 4.47190 -0.85054 4.45200 0.000
H 6.28408 0.75382 3.97619 0.000
H 5.48268 1.23186 2.48086 0.000
H 6.51697 -1.55853 3.18294 0.000
H 7.21471 -0.49020 1.97992 0.000
H 6.86751 -2.09535 0.14535 0.000
H 2.88362 -2.68934 -1.27407 -0.001
H 1.69880 0.13288 3.66333 0.000
N -8.22322 0.22767 -1.37939 0.183
C -7.14183 -0.17452 -1.26391 -0.028
C -5.82980 -0.65655 -1.10937 0.277
C -4.97131 -0.88448 -2.22903 0.021
C -3.67610 -1.23146 -2.03563 0.165
N -3.12066 -1.38498 -0.78215 0.291
C -3.94740 -1.20116 0.30565 0.145
C -5.25404 -0.86407 0.18083 0.028
H -5.34327 -0.77259 -3.23845 0.010
H -3.00570 -1.38779 -2.86926 0.004
H -3.48067 -1.31807 1.27305 -0.006
H -5.84852 -0.72620 1.07342 0.012
N -0.78262 0.02591 -1.64386 0.695
P -0.90795 1.54066 -1.13121 -0.002
C -2.40326 1.97893 -0.23019 0.009
C -3.53726 2.31871 -0.97075 0.038
C -4.73879 2.56911 -0.32825 -0.007
C -4.81089 2.49190 1.05511 0.020
C -3.68976 2.14496 1.79558 -0.018
C -2.48825 1.87680 1.15877 0.012
C -0.86674 2.63633 -2.56601 0.016
C -0.86934 2.08210 -3.84003 0.022
C -0.85403 2.91347 -4.95284 0.004
C -0.83146 4.28991 -4.79036 0.001
C -0.82311 4.84511 -3.51564 0.002
C -0.84181 4.02024 -2.40416 0.003
C 0.54667 1.97863 -0.14008 0.005
C 1.75562 1.40712 -0.53869 0.029
C 2.92999 1.72692 0.12321 0.004
C 2.90071 2.60743 1.19740 0.000
C 1.69961 3.16968 1.60536 0.002
C 0.52359 2.86494 0.93225 -0.003
H -3.48617 2.37557 -2.05093 -0.005
H -5.62133 2.80528 -0.90816 0.002
H -5.75257 2.68273 1.55417 -0.001
H -3.74477 2.05845 2.87285 -0.002
H -1.64128 1.57488 1.75870 -0.001
H -0.88344 1.00446 -3.94351 -0.010
H -0.86135 2.48391 -5.94611 0.000
H -0.82100 4.93614 -5.65867 0.000
H -0.80585 5.91998 -3.39156 0.000
H -0.84384 4.45201 -1.40954 0.000
H 1.76529 0.70669 -1.36605 -0.003
H 3.86659 1.28839 -0.20049 0.001
H 3.81968 2.86461 1.71146 0.000
H 1.67406 3.85249 2.44498 0.000
H -0.40855 3.31269 1.25113 0.002
C -1.33610 -4.03111 -3.06370 0.003
Si -1.36973 -3.87769 -1.19408 0.164
C -2.97737 -4.57015 -0.52505 0.033
C 0.07248 -4.85345 -0.47926 0.028
H -1.37652 -5.08552 -3.35241 0.006
H -0.42342 -3.59937 -3.47927 0.002
H -2.19026 -3.52643 -3.51940 -0.001
H -3.03209 -5.64731 -0.70788 0.008
H -3.83791 -4.09332 -0.99708 -0.007
H -3.05680 -4.40345 0.55111 0.008
H -0.05242 -5.91849 -0.69629 0.005
H 0.12577 -4.73506 0.60529 0.005
H 1.02441 -4.52835 -0.90178 -0.007
```

---

The following is a DFT calculation (ωB97M-V/def2-TZVPD) of a structure of composition C24H22BN10RbS2 at a distorted geometry.

Values from the calculation:
Net charge: -1
Molecular weight in g/mol: 610.9
Multiplicity: 2
Kohn-Sham gap (alpha / beta) in Eh: 0.2577 / 0.2473

```
60
Properties=species:S:1:pos:R:3:mulliken_spin:R:1
Rb -0.52261 -1.50575 0.49262 -0.006
C -0.63999 -0.27960 -3.85683 0.000
C -0.13238 0.54615 -2.72333 0.000
C 0.91764 1.48039 -2.71914 0.001
C 0.91479 1.98437 -1.43914 -0.001
N -0.07082 1.38128 -0.74668 0.000
N -0.70130 0.49965 -1.52852 0.000
B -0.49282 1.71695 0.70217 0.001
N -1.99503 1.47721 0.88011 0.000
C -2.92951 2.37097 1.24635 0.000
C -4.13831 1.71984 1.33746 0.000
C -3.83791 0.39116 1.01524 0.000
C -4.75467 -0.78272 0.96865 0.000
N -2.54943 0.27060 0.74400 0.000
N 0.29317 0.88702 1.72624 0.000
C 1.62313 0.92897 1.95012 0.000
C 1.87922 0.23315 3.11088 0.000
C 0.61770 -0.20446 3.54358 -0.001
C 0.24476 -0.96995 4.77004 0.001
N -0.31265 0.19454 2.69219 0.000
N -0.16723 3.19272 0.94635 0.000
C -0.63175 4.26473 0.27029 0.000
C -0.10931 5.39216 0.86170 0.000
C 0.68933 4.90226 1.90887 0.000
C 1.51589 5.67364 2.88003 0.000
N 0.63569 3.58225 1.93881 0.000
H -0.77684 0.34425 -4.73818 0.000
H -1.59734 -0.71579 -3.58162 0.000
H 0.05315 -1.08337 -4.10690 0.000
H 1.56463 1.76755 -3.52741 0.000
H 1.55073 2.72662 -0.99536 0.000
H -2.69955 3.39975 1.43282 0.000
H -5.09152 2.13876 1.59416 0.000
H -5.75483 -0.49755 1.28420 0.000
H -4.38091 -1.56422 1.63113 0.000
H -4.80655 -1.18473 -0.04294 0.000
H 2.28994 1.46773 1.30345 0.000
H 2.82410 0.09366 3.59966 0.000
H 0.91863 -0.73308 5.59009 0.000
H 0.28188 -2.04690 4.59041 0.000
H -0.77070 -0.69895 5.05081 0.000
H -1.27851 4.14687 -0.57797 0.000
H -0.27944 6.41619 0.59518 0.000
H 1.37425 6.74083 2.72190 0.000
H 2.57016 5.42807 2.75360 0.000
H 1.23348 5.41505 3.89954 0.000
S 3.04575 -2.99634 -0.21910 0.579
C 2.52674 -3.99169 -1.52628 0.036
C 3.14175 -4.17961 -2.75029 -0.037
C 2.56111 -5.05713 -3.66968 -0.005
C 3.20217 -5.30601 -4.89751 -0.009
N 3.75483 -5.50926 -5.88515 -0.001
C 1.35230 -5.72216 -3.35852 -0.003
C 0.74558 -5.53839 -2.11163 -0.028
C 1.34164 -4.68826 -1.20241 0.032
S 0.84408 -4.35736 0.41794 0.484
C 0.76470 -6.57656 -4.30566 -0.008
N 0.26141 -7.26495 -5.07730 -0.002
H 4.05426 -3.65636 -2.99837 -0.017
H -0.16669 -6.06419 -1.86466 -0.015
```

---

The following is a DFT calculation (ωB97M-V/def2-TZVPD) of the ion C7H10F2NO with charge +1 at a distorted geometry.

Values from the calculation:
Net charge: +1
SMILES: C[NH2+]/C=C/C=C(F)\C=C(/O)F
Molecular weight in g/mol: 162.2
Relative energy (zero: lowest compared OMol25 entry of this formula, charge and spin) in kJ/mol: 65.0
Multiplicity: 1
Kohn-Sham gap in Eh: 0.3046

```
21
Properties=species:S:1:pos:R:3:lowdin_charge:R:1
C -2.49857 1.01868 -0.93475 0.013
N -2.10172 -0.22737 0.02837 0.075
C -0.59867 -0.15086 0.03704 -0.124
C -0.01024 0.95522 0.47856 -0.105
C 1.32128 1.40003 0.22962 0.017
C 2.31658 0.54959 -0.26304 -0.270
F 3.43695 1.04913 -0.72493 0.127
C 2.30391 -0.87108 -0.23608 0.038
C 1.73272 -1.75732 0.59232 -0.295
O 0.78176 -1.48062 1.55991 0.130
F 2.05196 -3.07543 0.49626 0.116
H -2.12768 2.04731 -0.66793 0.106
H -2.21729 0.79643 -1.99438 0.103
H -3.68412 0.95170 -1.04409 0.132
H -2.48939 -1.08806 -0.32692 0.165
H -2.62077 0.04345 0.85681 0.163
H -0.15341 -0.90033 -0.58341 0.122
H -0.77079 1.69701 0.81506 0.130
H 1.47055 2.42117 0.52334 0.116
H 3.06072 -1.22210 -0.98769 0.165
H 0.79622 -2.15654 2.14592 0.077
```